The following is a DFT calculation (ωB97M-V/def2-TZVPD) of a molecular structure, C9H14N3OP.

Results
- Kohn-Sham gap: 8.124 eV
- LUMO energy: 0.4 eV
- E_HOMO: -0.284 hartree

Geometry (Å):
C -1.7440 1.7557 -3.5620
C -2.8659 1.5093 -2.7407
C -0.4881 1.5293 -2.9860
C -2.6244 1.0065 -1.4854
C -0.2455 1.2178 -1.6722
C -1.3509 0.8870 -0.9010
C 1.1647 1.1230 -0.9914
C 0.7495 -2.9400 2.2596
C 1.3108 -0.4431 2.4235
N -1.2129 0.3465 0.3237
N 1.4725 -0.2253 -0.6687
N 0.9137 -1.6346 1.6655
O 0.1777 -2.5367 -0.6085
P 0.4005 -1.2759 0.1117
H -1.8278 2.1694 -4.5464
H -3.9079 1.6821 -3.0753
H 0.4401 1.6316 -3.5823
H -3.4983 0.7910 -0.7911
H 1.9125 1.5062 -1.6901
H 1.0669 1.7716 -0.1364
H 1.6220 -3.2499 2.8995
H -0.0666 -3.0889 2.8798
H 0.7513 -3.6005 1.5142
H 2.3237 -0.6325 2.6326
H 1.3123 0.3832 1.6176
H 0.7712 -0.3056 3.3276
H -1.9315 -0.2542 0.6387
H 1.5931 -0.7797 -1.6279

The following is a DFT calculation (ωB97M-V/def2-TZVPD) of 2 unconnected molecules or ions with the total composition C7H11Br2.

Results
- Spin multiplicity: 2
- Kohn-Sham gap (spin up / spin down): 10.040 / 5.612 eV
- LUMO energy (spin up / spin down): 0.8 / -3.6 eV
- E_HOMO (spin up / spin down): -0.338 / -0.338 hartree

Geometry (Å):
Br -1.5528 -3.1000 2.1612
Br -1.0217 1.8192 2.8309
C 1.8976 -1.6214 -0.3840
C 0.8480 -0.5487 -0.1787
C 0.7620 0.1697 0.9661
C -0.0859 1.3842 1.1561
C -1.1678 1.5435 0.0310
C -1.4001 0.3366 -0.8698
C -0.0555 -0.2561 -1.3370
H 1.7957 -2.1420 -1.3524
H 2.9125 -1.1912 -0.3302
H 1.7794 -2.3694 0.4164
H 1.4886 -0.0818 1.7423
H 0.5091 2.3389 1.2034
H -2.1332 1.8562 0.4748
H -0.7110 2.3693 -0.5425
H -1.9536 -0.4473 -0.3258
H -2.0096 0.6756 -1.7226
H 0.3775 0.4485 -2.0711
H -0.2793 -1.1839 -1.8683

The following is a DFT calculation (ωB97M-V/def2-TZVPD) of a single C4H6O2 molecule.

Results
- Kohn-Sham gap: 10.843 eV
- LUMO energy: 0.8 eV
- SMILES string: OCC#CCO
- E_HOMO: -0.369 hartree

Geometry (Å):
O 1.3020 0.2254 1.4827
C -0.0229 0.1035 1.9794
C -0.8760 -0.1209 0.7999
C -1.0295 -0.1719 -0.3972
C -0.5625 -0.1147 -1.7925
O 0.8364 0.1614 -1.7650
H 1.2249 0.6106 0.5936
H -0.3260 1.0063 2.5271
H -0.0415 -0.7416 2.6743
H -0.7689 -1.0438 -2.3358
H -1.0187 0.7147 -2.3356
H 1.2827 -0.6291 -1.4310

The following is a DFT calculation (ωB97M-V/def2-TZVPD) of 9 unconnected molecules or ions with the total composition C24H26BN8O10.

Results
- Net charge: -1
- Kohn-Sham gap: 8.249 eV
- LUMO energy: 1.0 eV
- E_HOMO: -0.266 hartree

Geometry (Å):
O 11.7752 -22.6021 0.4621
C 11.0376 -23.1019 1.2555
O 9.9222 -23.7416 0.9574
B 9.1575 -24.0388 2.1877
O 10.0585 -23.6132 3.2908
C 11.1551 -23.0886 2.7824
O 12.0149 -22.5847 3.4495
O 8.6347 -25.3710 2.2931
C 7.2905 -25.3784 2.2753
O 6.6306 -26.3571 2.2285
C 6.8395 -23.8814 2.2048
O 7.9403 -23.1617 2.1835
O 5.7262 -23.4434 2.1986
C 14.8280 -24.2450 4.0815
C 14.1611 -24.1080 5.3798
N 13.6710 -23.9789 6.4032
H 14.1035 -24.0226 3.3002
H 15.1468 -25.2836 3.9896
H 15.6384 -23.5208 4.1355
C 13.3634 -20.3126 5.4029
C 14.5234 -20.6777 4.5965
N 15.4089 -20.9721 3.9331
H 13.4442 -20.8592 6.3449
H 12.4636 -20.6749 4.9103
H 13.3504 -19.2441 5.5942
C 4.3589 -20.0670 2.4361
C 4.9996 -19.1617 3.3810
N 5.5260 -18.4521 4.1070
H 5.0865 -20.7442 1.9968
H 3.7528 -19.5350 1.7055
H 3.6207 -20.6525 2.9923
C 15.0436 -22.1590 -0.5214
C 15.0107 -21.1667 -1.5855
N 15.0797 -20.3744 -2.4209
H 14.7557 -23.1382 -0.9008
H 14.4308 -21.9308 0.3469
H 16.0821 -22.2379 -0.1898
C 9.4029 -24.9309 6.2025
C 9.0462 -26.3033 5.8673
N 8.7651 -27.3801 5.6010
H 8.9484 -24.2854 5.4532
H 10.4740 -24.7571 6.2364
H 8.9318 -24.6494 7.1444
C 3.8221 -24.0950 4.9230
C 3.8207 -25.1396 3.9099
N 3.7177 -26.0007 3.1672
H 4.1095 -24.4392 5.9109
H 2.8277 -23.6411 4.9504
H 4.4832 -23.2683 4.6724
C 7.8305 -20.4499 5.0852
C 7.0630 -21.6042 5.5510
N 6.4623 -22.5102 5.9144
H 7.3619 -19.5314 5.4276
H 7.8185 -20.5147 3.9988
H 8.8552 -20.5543 5.4352
C 16.8513 -28.5998 1.0246
C 15.6088 -29.1309 1.3511
C 14.5051 -28.2971 1.4699
C 14.6477 -26.9409 1.2478
C 15.9060 -26.3918 1.0239
C 16.9988 -27.2265 0.8851
N 13.5137 -26.0390 1.4469
O 13.5866 -24.9234 0.9655
O 12.5472 -26.4741 2.0376
H 17.6509 -29.3084 0.8500
H 15.4241 -30.1967 1.3741
H 13.5128 -28.6703 1.6905
H 16.0202 -25.3182 1.1006
H 17.9752 -26.7717 0.7812

Maximum force values, unit eV/A, following the record order: 5.261; 1.691; 0.626; 1.212.
Energy above the lowest of the compared OMol25 structures with the same formula, charge and spin values, unit kJ/mol, following the record order: 261.3; 18.2; 304.2; 0.0.
Total energy values, unit hartree, following the record order: -932.17885; -5421.28458; -306.39042; -2145.63701.